# 1
C45H41BrN4RuSSb2 | the ωB97M-V functional and the def2-TZVPD basis

The geometry in XYZ format:
```
95
Properties=species:S:1:pos:R:3:forces:R:3
Ru -0.6783 0.4661 -0.4076 -0.14 0.93 0.24
C 2.2791 -1.6046 2.1544 -0.01 -0.08 0.03
C 1.0769 -1.0772 1.4392 0.62 0.11 -0.28
N 1.1959 -0.3445 0.3785 -0.30 -0.33 0.30
N 2.4837 -0.0125 0.0465 0.21 0.21 -0.16
C 2.7723 -0.0640 -1.2035 -0.12 -0.10 0.00
N 3.9991 0.3204 -1.6332 -0.05 0.07 0.01
S 1.6901 -0.7357 -2.4653 0.24 -0.20 -0.01
C -0.2898 -1.4022 1.8352 -0.52 0.03 -0.03
C -0.6135 -2.2315 2.9071 0.22 0.03 -0.03
C -1.9294 -2.5623 3.1577 -0.14 0.09 -0.14
C -2.9098 -2.0710 2.3045 0.02 -0.12 0.18
C -2.5345 -1.2367 1.2762 0.02 0.21 -0.18
N -1.2642 -0.8705 1.0562 0.15 -0.11 -0.15
H 2.9659 -2.0497 1.4344 -0.02 -0.02 0.00
H 2.0275 -2.3492 2.9024 0.01 0.00 0.01
H 2.8080 -0.7843 2.6418 -0.02 -0.03 -0.02
H 4.5413 0.9013 -1.0119 0.00 0.00 -0.02
H 4.1285 0.4480 -2.6226 0.00 -0.02 0.01
H 0.1702 -2.6191 3.5393 -0.01 0.00 0.00
H -2.1843 -3.2017 3.9913 -0.01 -0.01 0.00
H -3.9549 -2.3163 2.4297 0.01 -0.03 0.03
H -3.2701 -0.8317 0.5910 0.10 0.00 0.06
Br -1.4977 -1.2381 -2.2308 0.28 0.16 -0.12
C -0.7599 -2.9968 -2.0001 -0.16 -0.02 0.12
C -1.7425 -3.9473 -1.9691 -0.03 0.06 0.03
C -1.4436 -5.2983 -1.7348 0.10 -0.06 0.03
C -0.1517 -5.6503 -1.4976 -0.09 0.02 -0.02
C 0.8866 -4.6888 -1.5312 0.01 0.03 0.00
C 2.2029 -5.1351 -1.2713 0.06 0.04 0.00
C 3.2558 -4.2756 -1.3283 -0.05 -0.04 0.01
C 3.0248 -2.9405 -1.6903 -0.04 -0.01 -0.02
C 1.7640 -2.4504 -1.9279 -0.02 0.06 0.04
C 0.6209 -3.3113 -1.8252 0.08 -0.04 0.00
H -2.7721 -3.6487 -2.1113 0.01 0.01 -0.01
H -2.2391 -6.0303 -1.7256 0.01 -0.01 0.00
H 0.1144 -6.6782 -1.2871 -0.01 0.00 0.00
H 2.3497 -6.1821 -1.0385 0.01 0.00 0.00
H 4.2657 -4.6127 -1.1383 0.00 -0.01 0.00
H 3.8747 -2.2810 -1.8043 0.00 0.01 0.00
C -3.6762 2.2204 -0.1380 0.03 -0.34 -0.18
C -3.6517 3.0273 1.1537 0.09 0.09 -0.01
C -2.7452 2.4226 2.2263 0.02 0.07 0.04
Sb -0.7623 2.3392 1.4404 -0.24 -0.31 0.17
C -0.5442 4.4641 1.4693 0.12 -0.08 -0.04
C -0.7123 5.0841 2.7067 0.06 -0.02 0.06
C -0.6981 6.4667 2.8066 0.01 0.03 -0.02
C -0.5227 7.2449 1.6689 -0.01 -0.03 0.00
C -0.3504 6.6346 0.4364 0.00 0.02 0.02
C -0.3524 5.2487 0.3393 -0.07 -0.02 -0.04
C 0.3778 1.8636 3.1698 -0.08 -0.05 -0.01
C -0.2168 1.6900 4.4167 -0.01 -0.04 0.02
C 0.5589 1.3918 5.5303 0.00 0.00 0.01
C 1.9358 1.2722 5.4065 -0.01 0.00 -0.02
C 2.5353 1.4393 4.1649 -0.01 0.02 0.02
C 1.7584 1.7235 3.0507 0.03 0.06 -0.02
Sb -2.2337 2.2497 -1.8525 -0.88 0.09 0.14
C -2.4628 4.3869 -2.1154 0.36 -0.01 -0.06
C -1.5199 5.1085 -2.8479 -0.01 0.00 -0.04
C -1.7025 6.4576 -3.1153 -0.03 0.00 0.02
C -2.8394 7.1098 -2.6566 0.01 -0.02 0.00
C -3.7898 6.3998 -1.9399 0.01 0.03 -0.01
C -3.6047 5.0483 -1.6749 -0.04 -0.02 0.06
C 0.0605 2.3294 -2.0828 0.29 -0.76 0.18
C 0.2369 2.0944 -3.4556 -0.05 0.01 0.06
C 1.4178 2.4138 -4.1110 -0.02 0.02 -0.01
C 2.4779 2.9504 -3.3946 0.00 -0.02 -0.03
C 2.3500 3.1441 -2.0279 0.00 0.06 0.04
C 1.1608 2.8287 -1.3818 -0.05 0.36 -0.14
H -4.5745 2.4355 -0.7283 -0.01 0.03 0.08
H -3.7307 1.1496 0.0994 -0.05 0.18 -0.05
H -4.6708 3.0893 1.5498 0.00 -0.01 0.01
H -3.3397 4.0602 0.9710 0.00 0.00 -0.05
H -3.0815 1.4288 2.5314 0.03 -0.03 -0.07
H -2.7311 3.0608 3.1119 0.01 -0.03 0.00
H -0.8398 4.4934 3.6081 0.00 0.00 -0.02
H -0.8244 6.9366 3.7734 0.00 0.00 0.00
H -0.5209 8.3243 1.7463 0.00 0.00 0.00
H -0.2224 7.2304 -0.4586 0.00 -0.01 0.01
H -0.2283 4.7985 -0.6339 0.00 0.01 0.03
H -1.2906 1.7845 4.5330 0.00 0.01 -0.01
H 0.0874 1.2613 6.4960 0.00 0.00 0.00
H 2.5412 1.0510 6.2758 0.00 0.00 0.00
H 3.6098 1.3484 4.0639 0.00 0.00 0.00
H 2.2393 1.8292 2.0827 0.00 0.01 0.00
H -0.6208 4.6238 -3.2107 0.01 -0.01 -0.01
H -0.9571 6.9981 -3.6853 0.00 0.00 0.00
H -2.9855 8.1624 -2.8612 0.00 0.00 0.00
H -4.6824 6.8965 -1.5813 0.00 0.00 0.00
H -4.3698 4.5306 -1.1111 0.02 -0.01 -0.02
H -0.5778 1.6764 -4.0405 0.02 -0.05 0.02
H 1.5063 2.2436 -5.1764 0.00 0.00 0.00
H 3.3979 3.2178 -3.9001 0.00 0.00 0.00
H 3.1713 3.5622 -1.4578 0.00 -0.01 0.00
H 1.1021 3.0470 -0.3251 0.06 -0.06 -0.03
```
Positions in Å, forces in eV/Å.

The relative energy (zero: lowest compared OMol25 entry of this formula, charge and spin) comes out at 59.69 kcal per mole. Its largest force on an atom is 0.97 eV/A. Its expectation value of S² is 0.760. The net charge is +1. Its HOMO energy (alpha / beta) is -9.02 / -9.77 eV. The spin multiplicity is 2. The value obtained for the total energy is -149817.8500 eV.

***

# 2
C45H41OSSb2W | the ωB97M-V functional and the def2-TZVPD basis

The geometry in XYZ format:
```
91
Properties=species:S:1:pos:R:3:forces:R:3
W -0.9259 0.1806 0.3221 -0.56 0.55 -0.16
C 0.1652 -3.2883 2.2675 0.02 -0.08 0.07
C 1.5686 -3.4246 1.6668 0.01 -0.03 0.02
C 1.6990 -2.9511 0.2223 0.09 -0.06 -0.06
Sb 1.6115 -0.8302 0.0164 0.42 -0.20 -0.13
C 2.4857 -0.3586 -1.8280 -0.02 -0.06 0.03
C 2.9602 -1.3640 -2.6609 -0.01 -0.10 -0.03
C 3.6856 -1.0222 -3.7944 -0.04 -0.10 -0.04
C 3.9167 0.3098 -4.0973 0.02 0.09 -0.03
C 3.4289 1.3125 -3.2683 0.01 0.00 0.00
C 2.7188 0.9804 -2.1245 0.02 0.13 0.02
C 3.0444 -0.1664 1.3904 -0.02 0.02 0.08
C 2.7208 0.5854 2.5153 -0.13 0.06 0.01
C 3.7201 0.9507 3.4073 -0.01 -0.03 -0.05
C 5.0305 0.5629 3.1724 0.00 0.02 0.04
C 5.3533 -0.1800 2.0444 0.01 -0.01 -0.02
C 4.3643 -0.5458 1.1463 0.00 -0.01 -0.03
Sb -0.4954 -1.2776 2.5584 -0.11 -0.16 0.22
C 0.1791 -0.7393 4.4302 0.16 -0.01 0.29
C 0.9892 -1.6161 5.1697 -0.08 0.04 -0.13
C 1.4210 -1.2478 6.4314 -0.02 -0.04 -0.09
C 1.0384 -0.0234 6.9632 0.03 0.03 0.09
C 0.2309 0.8463 6.2406 0.00 0.00 -0.04
C -0.2010 0.4962 4.9749 -0.02 0.01 -0.15
C -1.1378 1.7109 1.6615 -0.05 -0.06 -0.09
C -0.0540 2.5815 1.4801 0.17 0.11 -0.15
C -0.0887 3.8676 2.0011 0.02 -0.15 0.08
C -1.1944 4.2723 2.7371 0.00 0.02 -0.01
C -2.2667 3.4091 2.9366 -0.06 -0.10 -0.01
C -2.2514 2.1309 2.3976 -0.09 0.05 0.05
H 0.1128 -3.7671 3.2467 0.00 0.00 -0.05
H -0.5745 -3.7776 1.6296 0.01 0.05 0.03
H 1.8185 -4.4891 1.6864 0.01 0.01 0.00
H 2.3127 -2.9304 2.2979 -0.01 0.01 -0.02
H 0.9521 -3.4073 -0.4326 0.03 0.04 0.04
H 2.6869 -3.2107 -0.1682 -0.06 -0.01 0.02
H 2.7894 -2.4112 -2.4396 -0.01 0.01 0.01
H 4.0767 -1.8003 -4.4361 0.00 -0.01 0.00
H 4.4945 0.5703 -4.9738 0.00 0.01 -0.02
H 3.6285 2.3500 -3.4970 0.00 0.04 -0.01
H 2.3870 1.7719 -1.4581 0.00 -0.03 -0.01
H 1.7003 0.9117 2.7034 0.16 -0.04 -0.01
H 3.4755 1.5421 4.2775 -0.02 0.03 0.06
H 5.8093 0.8487 3.8652 0.02 0.01 0.02
H 6.3783 -0.4682 1.8617 0.04 -0.02 -0.01
H 4.6367 -1.1074 0.2588 -0.03 -0.01 0.00
H 1.2938 -2.5739 4.7685 -0.01 -0.02 -0.01
H 2.0489 -1.9149 7.0045 0.01 -0.03 0.00
H 1.3698 0.2523 7.9547 0.00 0.02 0.03
H -0.0637 1.7929 6.6705 -0.02 0.03 0.00
H -0.8266 1.1804 4.4136 0.00 -0.02 0.03
H 0.8296 2.2773 0.9075 -0.13 0.06 0.06
H 0.7402 4.5417 1.8424 0.05 0.03 0.00
H -1.2285 5.2697 3.1518 0.01 0.04 0.01
H -3.1234 3.7421 3.5066 -0.02 -0.01 0.01
H -3.1029 1.4726 2.5435 0.07 0.04 -0.01
C -5.2838 -1.5293 -0.3874 -0.01 0.08 -0.01
C -4.3615 -2.5461 -0.1357 0.16 -0.05 0.03
C -3.0323 -2.2414 0.0771 -0.09 -0.13 -0.05
C -2.6096 -0.9059 0.0277 0.15 -0.04 0.08
C -3.5419 0.1078 -0.2497 -0.06 0.17 0.02
C -4.8840 -0.2056 -0.4464 0.09 0.07 0.00
H -6.3227 -1.7820 -0.5378 -0.09 -0.01 -0.01
H -4.6989 -3.5714 -0.0978 0.00 -0.07 0.01
H -2.3245 -3.0389 0.2793 -0.03 0.05 -0.01
H -3.2430 1.1635 -0.3216 -0.06 -0.17 0.03
H -5.6017 0.5758 -0.6505 -0.02 0.04 0.00
O -0.7014 1.1062 -1.3847 0.04 -0.21 0.16
S -0.5471 1.3351 -2.9468 0.15 0.19 0.05
C -2.1315 1.9043 -3.4024 -0.14 0.00 -0.13
C -2.2043 3.2788 -3.6178 -0.07 0.02 -0.02
C -3.4164 3.8312 -4.0013 0.02 -0.05 0.04
C -4.5227 3.0114 -4.1657 -0.01 0.04 -0.01
C -4.4365 1.6382 -3.9528 0.04 -0.01 0.03
C -3.2378 1.0697 -3.5700 0.09 -0.04 -0.01
C -0.3839 -0.2692 -3.6477 -0.13 -0.06 0.04
C 0.2754 -0.3010 -4.8665 0.02 -0.10 0.00
C 0.3978 -1.5189 -5.5213 0.05 0.02 -0.01
C -0.1018 -2.6745 -4.9423 -0.03 0.00 0.06
C -0.7456 -2.6248 -3.7083 -0.02 0.06 -0.01
C -0.9057 -1.4129 -3.0550 0.00 -0.07 0.01
H -1.3289 3.9028 -3.5009 0.06 0.03 -0.01
H -3.4918 4.8918 -4.1840 0.00 0.08 -0.01
H -5.4630 3.4410 -4.4795 -0.05 0.03 -0.02
H -5.3040 1.0145 -4.1079 -0.05 -0.05 -0.01
H -3.1551 -0.0005 -3.4343 0.00 -0.01 -0.01
H 0.6845 0.5988 -5.3038 0.04 0.09 -0.03
H 0.8949 -1.5613 -6.4799 0.01 0.00 -0.03
H 0.0007 -3.6200 -5.4561 0.00 -0.03 -0.01
H -1.1541 -3.5269 -3.2742 0.00 -0.04 0.01
H -1.4561 -1.3679 -2.1196 0.07 0.00 -0.11
```
Positions in Å, forces in eV/Å.

The relative energy (zero: lowest compared OMol25 entry of this formula, charge and spin) comes out at 0.00 kcal per mole. Its largest force on an atom is 0.80 eV/A. Its expectation value of S² is 2.036. The net charge is +3. Its HOMO energy (alpha / beta) is -15.66 / -16.49 eV. The spin multiplicity is 3. The value obtained for the total energy is -75085.0289 eV.